Entry 1:
C10H17N3 | ωB97M-V/def2-TZVPD

```
30
C10H17N3 (ωB97M-V/def2-TZVPD)
C -0.24 -3.25 1.71
C 0.31 -2.76 0.43
C 1.13 -1.53 0.56
C 0.22 -0.34 0.71
C 0.38 0.84 0.19
C 1.51 1.32 -0.67
C 1.79 2.61 -0.68
C 1.05 3.67 0.03
C -0.14 3.39 0.53
C -0.64 1.94 0.54
H -0.71 -2.34 2.26
H -0.93 -4.03 1.33
H 0.50 -3.60 2.46
H 1.00 -3.45 -0.09
H -0.35 -2.45 -0.42
H 1.75 -1.63 1.41
H 1.87 -1.51 -0.32
H -0.59 -0.53 1.47
H 2.11 0.86 -1.41
H 2.60 2.86 -1.32
H 1.57 4.64 -0.13
H -0.75 4.02 1.24
H -0.91 1.75 1.51
H -1.58 1.97 -0.11
H -0.96 -0.77 -3.72
N -1.80 -0.68 -3.17
N -1.34 -0.20 -2.12
N -2.19 -0.17 -1.07
H -1.66 0.17 -0.22
H -3.03 -0.79 -0.95
```

Results
HOMO level = -8.129 eV
SMILES = CCC/C=C1\C=CC=CC1.[H]/N=N/N
ΔE to the lowest compared entry with this formula, charge and spin = 90.7 kcal/mol
E = -555.32339 Eh
strongest force on any atom = 3.248 eV/A
gap between HOMO and LUMO = 8.95 eV

These are the natural (NBO) partial charges, in e, on atoms 1 to 6: number 1, C, carries -0.62; number 2, C, carries -0.41; number 3, C, carries -0.43; number 4, C, carries -0.18; number 5, C, carries -0.02; number 6, C, carries -0.22

---

Entry 2:
C10H17N3O4 | ωB97M-V/def2-TZVPD

```
34
C10H17N3O4 (ωB97M-V/def2-TZVPD)
N -0.07 -1.18 -4.15
C 0.91 -1.83 -3.41
O 1.62 -2.69 -3.90
C 1.21 -1.62 -1.93
C 0.50 -0.34 -1.29
C -0.92 -0.07 -1.22
N -1.63 0.44 -2.37
C -1.09 0.76 0.06
O -1.08 1.98 -0.06
N -0.81 0.14 1.20
C -0.35 -1.35 1.60
C 0.10 -1.18 3.07
C -0.64 -0.01 3.61
C -0.70 0.93 2.38
C 0.57 1.81 2.36
O 0.82 2.63 3.27
O 1.29 1.64 1.11
H -0.78 -0.40 -3.74
H 0.35 -1.11 -5.19
H 0.98 -2.68 -1.28
H 2.49 -1.47 -1.77
H 0.79 0.04 -0.29
H 1.03 0.62 -1.74
H -1.36 -1.09 -1.09
H -2.58 0.56 -2.03
H -1.23 1.41 -2.55
H -1.16 -1.99 1.76
H 0.45 -1.76 1.00
H -0.45 -1.96 3.92
H 1.26 -1.21 3.07
H 0.01 0.45 4.46
H -1.57 -0.22 4.01
H -1.49 1.74 2.41
H 2.11 2.07 1.52
```

Results
HOMO level = -9.208 eV
SMILES = NC(=O)CC[C@H](N)C(=O)N1CCC[C@H]1C(=O)O
ΔE to the lowest compared entry with this formula, charge and spin = 125.9 kcal/mol
E = -856.35095 Eh
strongest force on any atom = 5.544 eV/A
gap between HOMO and LUMO = 9.53 eV

These are the natural (NBO) partial charges, in e, on atoms 1 to 6: number 1, N, carries -0.90; number 2, C, carries 0.64; number 3, O, carries -0.62; number 4, C, carries -0.49; number 5, C, carries -0.47; number 6, C, carries -0.15

---

Entry 3:
C10H17N4 | ωB97M-V/def2-TZVPD

```
31
C10H17N4 (ωB97M-V/def2-TZVPD)
C -3.45 -0.73 0.51
C -1.41 -0.49 -0.24
C -0.08 2.40 -0.26
C -1.64 2.41 -0.01
C -2.24 1.48 1.10
C 0.40 0.25 -1.07
C 2.96 -1.50 1.34
C 2.55 -0.98 -1.52
C 2.05 -0.36 0.82
C 1.42 -0.81 -0.56
N -1.85 -1.63 -0.66
N 0.53 1.48 -0.82
N -3.12 -1.76 -0.26
N -2.37 0.14 0.50
H -4.48 -0.49 0.69
H 0.36 3.37 -0.05
H -1.97 3.45 0.37
H -2.16 2.32 -1.03
H -1.63 1.53 1.96
H -3.30 1.90 1.30
H 0.08 0.05 -2.18
H 3.71 -1.77 0.61
H 2.50 -2.54 1.44
H 3.35 -1.06 2.17
H 3.10 0.01 -1.65
H 2.28 -1.33 -2.45
H 3.34 -1.59 -1.31
H 1.40 -0.10 1.67
H 2.48 0.66 0.58
H 0.88 -1.77 -0.45
H -3.68 -2.52 -0.52
```

Results
HOMO level = -12.920 eV
ΔE to the lowest compared entry with this formula, charge and spin = 58.5 kcal/mol
E = -609.88066 Eh
strongest force on any atom = 6.432 eV/A
gap between HOMO and LUMO = 9.76 eV
charge = +1

These are the natural (NBO) partial charges, in e, on atoms 1 to 6: number 1, C, carries 0.23; number 2, C, carries 0.24; number 3, C, carries 0.20; number 4, C, carries -0.50; number 5, C, carries -0.21; number 6, C, carries 0.18

---

Entry 4:
C10H17N4O5RuS | ωB97M-V/def2-TZVPD

```
38
C10H17N4O5RuS (ωB97M-V/def2-TZVPD)
Ru 0.69 -0.25 -0.35
O 0.71 -0.27 1.67
C 1.84 -1.14 1.69
C 3.06 -0.51 1.01
N 2.76 -0.20 -0.37
C 3.02 1.16 -0.84
C 1.95 2.11 -0.24
O 2.42 3.14 0.35
O 0.74 1.74 -0.35
C 2.74 -1.27 -1.37
C 1.70 -1.06 -2.53
O 1.96 -1.79 -3.55
O 0.73 -0.28 -2.36
H 0.96 0.54 2.00
H 1.55 -2.08 1.21
H 2.07 -1.36 2.73
H 3.92 -1.18 1.08
H 3.32 0.40 1.56
H 2.96 1.24 -1.93
H 4.03 1.47 -0.55
H 2.48 -2.23 -0.90
H 3.74 -1.38 -1.80
C -4.48 1.74 2.10
C -4.42 0.28 1.69
C -3.41 0.06 0.61
N -2.11 -0.06 0.82
N -1.42 -0.25 -0.35
C -2.20 -0.28 -1.41
N -1.77 -0.46 -2.67
S -3.86 -0.07 -1.04
H -5.22 1.88 2.90
H -4.77 2.38 1.26
H -3.51 2.09 2.47
H -5.42 -0.05 1.36
H -4.16 -0.33 2.56
H -0.84 -0.84 -2.77
H -2.44 -0.81 -3.35
H 0.69 -2.08 -0.35
```

Results
HOMO level (alpha / beta) = -5.953 / -8.743 eV
ΔE to the lowest compared entry with this formula, charge and spin = 0.6 kcal/mol
E = -1479.29475 Eh
strongest force on any atom = 6.410 eV/A
multiplicity = 6
gap between HOMO and LUMO (alpha / beta) = 6.29 / 7.56 eV

These are the natural (NBO) partial charges, in e, on atoms 1 to 6: number 1, Ru, carries 1.51; number 2, O, carries -0.67; number 3, C, carries -0.16; number 4, C, carries -0.26; number 5, N, carries -0.48; number 6, C, carries -0.35